{"formula": "C19H30BrIN2O5OsSe2", "method": "ωB97M-V with the def2-TZVPD basis set", "e_lumo_ev": [-8.02, -7.54], "gap_ev": [5.1, 5.6], "e_above_lowest_ev": 1.9095, "homo_ev": [-13.138, -13.138], "fmax_ev_per_a": 0.65, "charge": 2, "elements": ["Os", "C", "N", "C", "C", "O", "C", "O", "C", "C", "O", "N", "C", "C", "H", "H", "H", "H", "H", "H", "H", "H", "H", "H", "H", "H", "H", "H", "H", "H", "O", "C", "C", "C", "O", "C", "Se", "C", "Se", "H", "H", "H", "H", "H", "H", "H", "H", "H", "H", "Br", "C", "C", "C", "C", "C", "C", "I", "H", "H", "H", "H"], "xyz": [[-0.18, -0.30, 1.35], [-4.06, 1.66, 3.47], [-3.29, 2.41, 2.46], [-3.90, 3.66, 1.99], [-2.21, 1.89, 1.93], [-1.78, 0.76, 2.26], [-1.45, 2.63, 0.85], [-0.26, 1.90, 0.57], [0.99, 2.58, 0.76], [1.74, 1.92, 1.89], [1.26, 0.84, 2.36], [2.84, 2.45, 2.35], [3.59, 1.85, 3.46], [3.38, 3.70, 1.78], [-4.37, 2.35, 4.25], [-4.94, 1.22, 3.00], [-3.44, 0.87, 3.90], [-4.26, 4.21, 2.85], [-3.19, 4.28, 1.46], [-4.74, 3.44, 1.34], [-2.05, 2.69, -0.06], [-1.21, 3.64, 1.18], [1.56, 2.53, -0.17], [0.81, 3.63, 0.99], [3.08, 0.96, 3.80], [4.59, 1.60, 3.13], [3.65, 2.57, 4.28], [3.34, 3.69, 0.70], [2.84, 4.57, 2.17], [4.42, 3.79, 2.08], [0.09, -5.14, -1.75], [-0.19, -5.38, -0.39], [-0.24, -4.02, 0.32], [-0.53, -4.26, 1.81], [0.64, -4.64, 2.52], [-1.37, -3.23, -0.34], [-1.85, -1.48, 0.33], [1.12, -3.36, 0.10], [1.53, -1.78, 1.12], [0.16, -5.98, -2.22], [0.59, -5.99, 0.08], [-1.15, -5.89, -0.26], [-1.33, -5.00, 1.92], [-0.88, -3.34, 2.28], [0.71, -5.59, 2.58], [-2.31, -3.78, -0.29], [-1.15, -3.07, -1.40], [1.28, -3.11, -0.95], [1.91, -4.05, 0.40], [2.38, 2.90, -4.41], [1.47, 1.43, -5.18], [1.67, 1.18, -6.53], [1.04, 0.11, -7.14], [0.21, -0.72, -6.41], [-0.01, -0.47, -5.06], [0.62, 0.61, -4.45], [0.23, 0.93, -2.42], [2.33, 1.83, -7.09], [1.21, -0.07, -8.19], [-0.29, -1.55, -6.88], [-0.67, -1.11, -4.49]]}



{"formula": "C19H30Cl2O3PS", "method": "ωB97M-V with the def2-TZVPD basis set", "e_lumo_ev": -2.38, "gap_ev": 9.4, "homo_ev": -11.795, "fmax_ev_per_a": 2.55, "charge": 1, "elements": ["C", "C", "C", "C", "C", "P", "C", "C", "C", "C", "S", "O", "O", "O", "C", "C", "C", "C", "C", "C", "C", "C", "H", "H", "H", "H", "H", "H", "H", "H", "H", "H", "H", "H", "H", "H", "H", "H", "H", "H", "H", "H", "H", "H", "H", "H", "H", "H", "Cl", "C", "C", "Cl", "H", "H", "H", "H"], "xyz": [[-3.68, 5.65, -2.75], [-2.60, 5.27, -2.37], [-1.26, 4.68, -2.05], [-1.48, 3.13, -1.78], [-1.43, 2.79, -0.25], [-0.24, 1.38, 0.05], [-0.37, 0.98, 1.85], [-0.67, -0.52, 2.17], [-1.61, -0.71, 3.40], [-2.99, 0.00, 3.24], [-4.07, -0.74, 2.00], [-4.78, 0.34, 1.38], [-3.37, -1.57, 1.04], [-5.17, -1.67, 2.74], [-0.74, 0.02, -1.07], [0.18, -1.21, -1.06], [1.33, -1.24, -0.26], [2.13, -2.41, -0.25], [1.73, -3.49, -1.04], [2.55, -4.81, -1.03], [0.58, -3.46, -1.87], [-0.21, -2.30, -1.87], [-4.67, 6.05, -2.93], [-0.61, 4.82, -2.93], [-0.82, 5.12, -1.14], [-0.71, 2.59, -2.37], [-2.48, 2.82, -2.15], [-1.09, 3.64, 0.38], [-2.41, 2.41, 0.11], [1.04, 1.90, -0.22], [0.60, 1.23, 2.32], [-1.11, 1.67, 2.31], [-1.02, -1.11, 1.32], [0.30, -0.97, 2.48], [-1.13, -0.24, 4.29], [-1.77, -1.77, 3.64], [-2.93, 1.09, 3.06], [-3.51, -0.11, 4.22], [-5.38, -2.34, 2.06], [-0.73, 0.42, -2.11], [-1.81, -0.23, -0.88], [1.64, -0.40, 0.38], [3.03, -2.45, 0.38], [1.92, -5.68, -0.78], [3.00, -4.90, -2.03], [3.31, -4.70, -0.23], [0.26, -4.30, -2.49], [-1.12, -2.20, -2.48], [4.31, 1.38, -0.78], [5.78, 0.37, -0.81], [5.49, -1.06, -0.46], [5.02, -1.25, 1.26], [6.50, 0.82, -0.13], [6.18, 0.43, -1.82], [6.39, -1.67, -0.61], [4.69, -1.47, -1.07]]}



{"formula": "C19H30ClINO3Si", "method": "ωB97M-V with the def2-TZVPD basis set", "e_lumo_ev": -3.86, "gap_ev": 8.0, "homo_ev": -11.882, "fmax_ev_per_a": 2.42, "smiles": "C=CC[n+]1c(I)cc(CCC(=O)O)c([C@@H](Cl)CC)c1CCO[Si](C)(C)C", "charge": 1, "elements": ["C", "C", "C", "N", "C", "I", "C", "C", "C", "C", "C", "O", "O", "C", "C", "Cl", "C", "C", "C", "C", "C", "O", "Si", "C", "C", "C", "H", "H", "H", "H", "H", "H", "H", "H", "H", "H", "H", "H", "H", "H", "H", "H", "H", "H", "H", "H", "H", "H", "H", "H", "H", "H", "H", "H", "H", "H"], "xyz": [[2.31, 4.96, 0.26], [1.37, 4.01, 0.06], [1.57, 2.64, 0.71], [0.28, 1.91, 0.73], [-0.53, 2.05, 1.79], [-0.10, 3.30, 3.44], [-1.70, 1.37, 1.85], [-2.11, 0.52, 0.83], [-3.41, -0.20, 1.07], [-3.22, -1.70, 1.55], [-3.53, -1.76, 3.05], [-2.64, -1.49, 3.83], [-4.77, -2.08, 3.50], [-1.27, 0.42, -0.31], [-1.68, -0.45, -1.50], [-1.57, -2.22, -1.11], [-3.08, -0.08, -2.08], [-3.11, -0.19, -3.61], [-0.08, 1.14, -0.31], [0.82, 1.03, -1.54], [1.56, -0.33, -1.53], [2.63, -0.17, -0.61], [3.29, -1.63, -0.03], [4.25, -2.48, -1.42], [4.51, -1.14, 1.33], [2.03, -2.78, 0.77], [3.36, 4.68, 0.13], [2.06, 5.96, 0.60], [0.51, 4.15, -0.59], [2.31, 2.07, 0.14], [1.99, 2.70, 1.71], [-2.35, 1.48, 2.72], [-3.90, 0.30, 1.92], [-4.12, -0.12, 0.25], [-3.87, -2.33, 0.94], [-2.17, -1.97, 1.45], [-5.40, -1.76, 2.84], [-0.99, -0.33, -2.33], [-3.75, -0.86, -1.71], [-3.45, 0.86, -1.68], [-2.75, -1.18, -3.91], [-4.15, -0.15, -3.94], [-2.52, 0.59, -4.12], [0.18, 1.14, -2.43], [1.56, 1.82, -1.59], [0.88, -1.14, -1.23], [1.92, -0.51, -2.55], [4.39, -3.53, -1.14], [3.66, -2.38, -2.34], [5.21, -1.96, -1.53], [4.27, -0.12, 1.67], [5.55, -1.15, 0.98], [4.42, -1.80, 2.20], [2.47, -3.79, 0.75], [1.05, -2.82, 0.26], [1.82, -2.51, 1.81]]}



{"formula": "C19H30ErN", "method": "ωB97M-V with the def2-TZVPD basis set", "spin_multiplicity": 4, "e_lumo_ev": [-7.19, -7.09], "gap_ev": [7.5, 7.6], "e_above_lowest_ev": 0.0000, "s2": 3.75, "homo_ev": [-14.662, -14.661], "fmax_ev_per_a": 6.09, "charge": 2, "elements": ["C", "H", "H", "H", "C", "H", "H", "C", "H", "H", "H", "C", "C", "C", "C", "C", "C", "C", "C", "C", "C", "Er", "H", "H", "H", "H", "H", "H", "H", "H", "H", "H", "H", "H", "H", "H", "H", "C", "C", "C", "C", "N", "C", "C", "H", "H", "H", "H", "H", "H", "H"], "xyz": [[-0.42, -0.77, 2.46], [-0.29, -0.62, 3.54], [-1.35, -0.22, 2.18], [0.58, -0.12, 2.03], [-0.44, -2.26, 2.11], [-0.89, -2.45, 1.11], [0.59, -2.65, 2.06], [-1.24, -3.08, 3.15], [-1.22, -4.14, 2.90], [-0.80, -2.96, 4.15], [-2.29, -2.75, 3.19], [-0.39, 0.80, -1.81], [-1.24, -0.35, -1.78], [-2.20, -0.17, -0.72], [-1.91, 1.08, -0.09], [-0.79, 1.67, -0.75], [-0.26, 3.04, -0.52], [-2.75, 1.73, 0.96], [-3.32, -1.08, -0.38], [-1.12, -1.53, -2.69], [0.65, 1.10, -2.83], [0.01, -0.45, 0.34], [-2.23, 2.59, 1.40], [-3.70, 2.11, 0.53], [-3.02, 1.04, 1.76], [-0.54, 3.42, 0.47], [0.84, 3.06, -0.58], [-0.64, 3.75, -1.27], [1.12, 0.18, -3.20], [0.21, 1.62, -3.69], [1.44, 1.74, -2.42], [-1.57, -2.43, -2.24], [-1.63, -1.34, -3.64], [-0.07, -1.75, -2.92], [-3.46, -1.17, 0.71], [-4.27, -0.70, -0.79], [-3.16, -2.09, -0.78], [6.28, 0.80, -0.85], [4.83, 0.56, -0.62], [4.10, 1.45, 0.19], [2.77, 1.19, 0.48], [2.18, 0.05, 0.00], [2.84, -0.76, -0.87], [4.17, -0.53, -1.18], [6.46, 1.78, -1.31], [6.84, 0.79, 0.09], [6.70, 0.03, -1.51], [4.57, 2.34, 0.61], [2.15, 1.83, 1.10], [2.26, -1.60, -1.29], [4.69, -1.22, -1.85]]}



{"formula": "C19H30N2O2", "method": "ωB97M-V with the def2-TZVPD basis set", "e_lumo_ev": 0.74, "gap_ev": 9.1, "e_above_lowest_ev": 0.8633, "homo_ev": -8.329, "fmax_ev_per_a": 0.58, "smiles": "CC(C)Oc1ccc(C(=O)NCC2(N(C)C)CCCCC2)cc1", "charge": 0, "elements": ["C", "C", "C", "O", "C", "C", "C", "C", "C", "O", "N", "C", "C", "N", "C", "C", "C", "C", "C", "C", "C", "C", "C", "H", "H", "H", "H", "H", "H", "H", "H", "H", "H", "H", "H", "H", "H", "H", "H", "H", "H", "H", "H", "H", "H", "H", "H", "H", "H", "H", "H", "H", "H"], "xyz": [[4.87, 0.16, -3.99], [5.61, 0.47, -2.69], [7.07, 0.05, -2.77], [5.05, -0.27, -1.60], [3.89, 0.13, -1.02], [3.44, -0.68, 0.02], [2.28, -0.39, 0.70], [1.53, 0.74, 0.36], [0.27, 1.13, 1.05], [-0.10, 2.29, 1.12], [-0.44, 0.10, 1.57], [-1.70, 0.30, 2.24], [-2.94, -0.38, 1.59], [-3.20, -1.60, 2.38], [-4.52, -2.20, 2.26], [-2.18, -2.62, 2.28], [-4.14, 0.59, 1.73], [-4.01, 1.85, 0.88], [-3.87, 1.46, -0.59], [-2.64, 0.58, -0.77], [-2.74, -0.67, 0.09], [2.00, 1.56, -0.65], [3.16, 1.27, -1.35], [5.30, 0.73, -4.81], [3.81, 0.40, -3.91], [4.96, -0.90, -4.22], [5.55, 1.54, -2.47], [7.14, -1.02, -2.96], [7.58, 0.27, -1.84], [7.57, 0.58, -3.58], [4.03, -1.55, 0.28], [1.98, -1.03, 1.52], [-0.11, -0.84, 1.43], [-1.64, -0.05, 3.27], [-1.84, 1.38, 2.26], [-4.53, -3.11, 2.86], [-4.79, -2.47, 1.23], [-5.28, -1.53, 2.67], [-2.36, -3.36, 3.05], [-2.18, -3.14, 1.31], [-1.20, -2.20, 2.45], [-5.04, 0.08, 1.41], [-4.25, 0.85, 2.78], [-3.14, 2.44, 1.17], [-4.89, 2.46, 1.02], [-3.78, 2.36, -1.21], [-4.76, 0.92, -0.92], [-1.76, 1.16, -0.49], [-2.53, 0.29, -1.82], [-1.84, -1.28, -0.06], [-3.59, -1.26, -0.25], [1.43, 2.45, -0.89], [3.48, 1.94, -2.13]]}



{"formula": "C19H30N2OS2", "method": "ωB97M-V with the def2-TZVPD basis set", "e_lumo_ev": 0.57, "gap_ev": 8.3, "e_above_lowest_ev": 0.0000, "homo_ev": -7.708, "fmax_ev_per_a": 13.72, "charge": 0, "elements": ["C", "C", "C", "C", "C", "C", "C", "H", "H", "C", "N", "C", "C", "N", "C", "H", "C", "C", "H", "H", "C", "O", "H", "H", "H", "H", "H", "C", "C", "H", "H", "S", "C", "C", "H", "H", "S", "C", "H", "H", "H", "H", "H", "H", "H", "H", "H", "H", "H", "H", "H", "H", "H", "H"], "xyz": [[-6.82, -2.51, 1.02], [-5.49, -1.87, 0.36], [-5.43, -0.39, 0.16], [-4.42, 0.09, -0.38], [-3.34, -0.81, -0.88], [-3.47, -2.09, -0.51], [-4.63, -2.74, 0.15], [-4.58, -3.67, -0.02], [-2.62, -2.59, -0.94], [-2.11, -0.01, -1.32], [-1.58, 1.12, -0.31], [-1.18, 0.33, 0.77], [0.25, -0.75, 0.58], [1.18, 0.26, -0.11], [0.86, 1.58, -0.32], [1.57, 2.05, -0.66], [-0.44, 1.60, -0.86], [-0.97, 3.18, -0.88], [-1.60, 3.45, -1.79], [-0.11, 3.91, -1.13], [-1.56, 3.74, 0.27], [-2.90, 3.31, 0.78], [-2.72, 2.37, 0.51], [-1.71, 4.88, 0.49], [-0.83, 3.69, 0.95], [-0.22, 1.46, -1.96], [0.86, 1.88, 0.80], [2.58, -0.04, 0.00], [3.23, 0.07, -1.15], [3.93, 0.98, -1.11], [2.61, 0.33, -2.13], [4.39, -1.24, -1.98], [5.33, -1.72, -0.33], [5.70, -0.77, 0.57], [6.64, -0.95, 1.07], [5.86, 0.52, 0.12], [4.60, -0.45, 1.83], [3.20, 0.49, 1.51], [2.46, 0.59, 2.08], [3.44, 1.60, 1.10], [6.25, -2.36, -0.58], [4.54, -2.41, 0.41], [2.44, -1.33, 0.22], [-0.03, -1.66, 0.23], [0.53, -0.72, 1.62], [-0.79, 0.91, 1.65], [-1.79, -0.55, 1.24], [-2.33, 0.52, -2.11], [-1.42, -0.63, -1.79], [-4.58, 1.26, -0.43], [-6.41, 0.17, 0.43], [-6.65, -3.50, 1.14], [-7.01, -1.91, 1.72], [-7.61, -2.56, 0.30]]}



{"formula": "C19H30N3O7P", "method": "ωB97M-V with the def2-TZVPD basis set", "e_lumo_ev": -0.20, "gap_ev": 8.3, "e_above_lowest_ev": 0.0000, "homo_ev": -8.466, "fmax_ev_per_a": 0.92, "smiles": "CC(=O)OCCCCCC[C@H](OC(=O)CCC(N)=O)[PH2]=N.O=[N+]([O-])c1ccccc1", "charge": 0, "elements": ["C", "C", "O", "O", "C", "C", "C", "C", "C", "C", "C", "O", "C", "O", "C", "C", "C", "N", "O", "P", "N", "H", "H", "H", "H", "H", "H", "H", "H", "H", "H", "H", "H", "H", "H", "H", "H", "H", "H", "H", "H", "H", "H", "H", "H", "H", "O", "N", "O", "C", "C", "C", "C", "C", "C", "H", "H", "H", "H", "H"], "xyz": [[-0.47, 2.93, -3.72], [-1.09, 2.47, -2.44], [-0.63, 2.72, -1.34], [-2.22, 1.75, -2.61], [-3.29, 2.09, -1.70], [-3.45, 1.09, -0.55], [-3.13, -0.35, -0.95], [-3.35, -1.32, 0.24], [-2.10, -1.43, 1.14], [-1.31, -2.74, 0.95], [0.15, -2.53, 0.53], [0.80, -3.81, 0.36], [0.71, -4.29, -0.93], [-0.30, -4.77, -1.37], [2.03, -4.22, -1.64], [2.01, -4.64, -3.11], [1.28, -3.68, -4.04], [1.94, -3.36, -5.27], [0.21, -3.19, -3.78], [1.09, -1.70, 1.88], [1.13, -0.13, 1.81], [-0.91, 3.90, -3.98], [0.60, 3.07, -3.56], [-0.63, 2.22, -4.53], [-4.20, 2.09, -2.31], [-3.12, 3.09, -1.30], [-2.84, 1.41, 0.29], [-4.50, 1.14, -0.23], [-3.82, -0.64, -1.75], [-2.11, -0.43, -1.31], [-3.63, -2.30, -0.14], [-4.17, -0.92, 0.84], [-2.43, -1.37, 2.18], [-1.46, -0.55, 0.97], [-1.81, -3.37, 0.21], [-1.30, -3.31, 1.88], [0.22, -1.92, -0.37], [2.47, -3.22, -1.54], [2.70, -4.89, -1.09], [1.59, -5.65, -3.20], [3.04, -4.72, -3.45], [2.94, -3.40, -5.16], [1.66, -4.00, -6.00], [2.35, -2.33, 1.75], [0.54, -2.27, 3.04], [0.74, 0.25, 2.67], [0.77, 2.17, 5.84], [1.51, 2.12, 4.88], [2.01, 1.10, 4.45], [1.82, 3.37, 4.18], [1.32, 4.56, 4.67], [1.63, 5.73, 3.99], [2.42, 5.70, 2.85], [2.90, 4.49, 2.37], [2.60, 3.31, 3.04], [0.71, 4.57, 5.55], [1.25, 6.68, 4.36], [2.65, 6.62, 2.33], [3.50, 4.46, 1.48], [2.96, 2.36, 2.67]]}



{"formula": "C19H30N4O2S", "method": "ωB97M-V with the def2-TZVPD basis set", "e_lumo_ev": 0.72, "gap_ev": 9.5, "e_above_lowest_ev": 1.5296, "homo_ev": -8.789, "fmax_ev_per_a": 1.49, "smiles": "CC[C@H](c1nnc(SCC(=O)N[C@]23C[C@H]4C[C@H](C[C@H](C4)C2)C3)o1)N(C)C", "charge": 0, "elements": ["C", "C", "C", "C", "N", "N", "C", "S", "C", "C", "O", "N", "C", "C", "C", "C", "C", "C", "C", "C", "C", "C", "O", "N", "C", "C", "H", "H", "H", "H", "H", "H", "H", "H", "H", "H", "H", "H", "H", "H", "H", "H", "H", "H", "H", "H", "H", "H", "H", "H", "H", "H", "H", "H", "H", "H"], "xyz": [[-0.24, -1.01, -3.13], [0.78, -2.14, -3.03], [0.26, -3.28, -2.13], [0.13, -2.79, -0.73], [0.96, -2.08, -0.05], [0.42, -1.89, 1.17], [-0.73, -2.50, 1.17], [-1.89, -2.58, 2.44], [-1.12, -1.45, 3.65], [-1.33, 0.01, 3.22], [-2.30, 0.64, 3.58], [-0.33, 0.47, 2.45], [-0.35, 1.74, 1.73], [-0.46, 2.91, 2.71], [-0.44, 4.23, 1.94], [0.87, 4.34, 1.15], [0.98, 3.17, 0.18], [-0.20, 3.21, -0.80], [-1.51, 3.10, -0.02], [-1.62, 4.27, 0.97], [-1.53, 1.78, 0.76], [0.96, 1.86, 0.95], [-0.98, -3.10, -0.01], [1.07, -4.49, -2.11], [2.47, -4.28, -1.81], [0.89, -5.33, -3.28], [-0.43, -0.58, -2.14], [0.13, -0.22, -3.78], [-1.18, -1.37, -3.53], [1.71, -1.75, -2.61], [0.98, -2.53, -4.03], [-0.74, -3.58, -2.46], [-0.08, -1.72, 3.75], [-1.67, -1.63, 4.58], [0.35, -0.21, 2.12], [0.37, 2.88, 3.42], [-1.39, 2.82, 3.28], [-0.52, 5.06, 2.64], [1.72, 4.33, 1.84], [0.90, 5.29, 0.61], [1.92, 3.25, -0.38], [-0.18, 4.14, -1.37], [-0.12, 2.38, -1.51], [-2.35, 3.13, -0.71], [-1.62, 5.21, 0.42], [-2.56, 4.19, 1.52], [-1.46, 0.94, 0.07], [-2.46, 1.69, 1.32], [1.80, 1.82, 1.64], [1.05, 1.01, 0.26], [2.91, -5.23, -1.52], [2.56, -3.58, -0.98], [3.04, -3.89, -2.67], [-0.17, -5.52, -3.43], [1.40, -6.28, -3.10], [1.31, -4.88, -4.20]]}